1.
# C12H15F16N2O3

A 3-piece molecular cluster, C12H15F16N2O3 overall in a non-equilibrium geometry (ωB97M-V with the def2-TZVPD basis set, OMol25).

Structure (ORCA input):
```
! wB97M-V def2-TZVPD RIJCOSX def2/J DEFGRID3
* xyz -1 1
C 0.158 -1.888 -0.432
N 1.417 -2.496 -0.894
C 2.614 -2.048 -0.108
N 2.365 -1.047 0.885
O 2.107 -1.690 2.142
H 0.139 -0.781 -0.432
H -0.630 -2.212 -1.161
H -0.146 -2.317 0.539
H 1.549 -2.399 -1.896
H 3.093 -2.926 0.412
H 3.394 -1.643 -0.803
H 1.500 -1.114 2.603
C 3.345 3.493 -1.886
C 4.495 3.177 -2.877
C 4.225 3.349 -4.375
F 3.278 2.525 -4.838
F 5.353 3.064 -5.079
F 4.966 1.942 -2.624
F 5.507 4.045 -2.572
O 2.594 2.409 -1.335
C 1.459 1.908 -1.987
C 1.620 0.435 -2.366
F 2.656 0.259 -3.218
F 0.510 -0.020 -3.003
F 1.133 2.693 -3.035
F 0.443 2.019 -1.113
H 3.841 3.917 -1.012
H 2.694 4.288 -2.252
H 3.937 4.378 -4.606
H 1.796 -0.184 -1.480
C -4.752 -2.228 2.163
C -5.632 -1.006 2.528
C -5.354 0.323 1.817
F -4.140 0.813 2.084
F -6.246 1.258 2.241
F -5.614 -0.837 3.867
F -6.913 -1.353 2.202
O -3.679 -2.588 3.042
C -2.402 -2.026 2.882
C -1.967 -1.238 4.119
F -2.805 -0.211 4.369
F -0.740 -0.716 3.933
F -2.341 -1.312 1.756
F -1.564 -3.060 2.717
H -5.425 -3.085 2.230
H -4.427 -2.208 1.122
H -5.464 0.220 0.735
H -1.947 -1.882 5.000
*
```

Calculated values
- Highest occupied orbital energy: -1.2 eV
- LUMO energy: 2.44 eV
- Maximum force: 2.6 eV/A


2.
# C15H20BBr42O9PS

C15H20BBr42O9PS as an isolated structure in a non-equilibrium geometry (ωB97M-V with the def2-TZVPD basis set, OMol25).

Structure (ORCA input):
```
! wB97M-V def2-TZVPD RIJCOSX def2/J DEFGRID3
* xyz 0 1
O -2.943 -0.922 0.770
S -2.436 -2.228 1.287
O -2.405 -3.202 0.105
C -0.706 -2.088 2.007
O 0.082 -3.040 1.273
P 1.683 -3.090 1.756
O 2.521 -3.157 0.486
O 1.964 -4.396 2.769
O 2.175 -1.701 2.609
O 3.578 -1.762 2.561
B 4.135 -1.438 3.844
O 4.194 -2.426 4.868
O 4.703 -0.169 4.177
H -3.345 -2.728 2.199
H -0.374 -1.019 1.890
H -0.821 -2.353 3.104
H 2.924 -4.441 2.927
H 4.130 -1.949 5.713
H 4.007 0.505 4.254
C -3.891 -6.091 2.594
Br -2.643 -4.779 1.874
Br -5.634 -5.931 1.770
Br -3.194 -7.894 2.472
H -4.018 -5.872 3.651
C 8.536 -1.029 3.402
Br 10.396 -1.004 2.862
Br 7.604 -2.572 2.694
Br 8.341 -0.891 5.324
H 8.067 -0.150 2.971
C -9.559 -6.514 3.236
Br -11.255 -7.443 3.337
Br -8.189 -7.409 4.272
Br -9.007 -6.230 1.401
H -9.705 -5.535 3.680
C -4.115 2.128 -0.670
Br -4.037 3.153 0.973
Br -5.780 2.424 -1.611
Br -2.578 2.462 -1.799
H -4.085 1.078 -0.393
C 14.071 0.472 1.077
Br 15.961 0.708 0.729
Br 13.044 0.369 -0.562
Br 13.737 -1.050 2.228
H 13.732 1.354 1.610
C 7.811 -6.621 3.506
Br 8.299 -8.118 2.379
Br 5.964 -6.099 3.246
Br 8.203 -6.966 5.371
H 8.425 -5.779 3.202
C -5.775 6.865 -2.766
Br -5.989 5.685 -4.286
Br -7.346 7.963 -2.482
Br -5.277 5.894 -1.168
H -4.955 7.538 -2.999
C 3.424 -1.882 -2.581
Br 2.800 -0.070 -2.304
Br 2.609 -2.687 -4.146
Br 5.356 -1.976 -2.649
H 3.106 -2.464 -1.719
C 1.069 -6.290 -3.872
Br -0.411 -6.463 -5.109
Br 0.477 -6.232 -2.033
Br 2.412 -7.656 -4.160
H 1.539 -5.332 -4.058
C -5.817 9.701 -5.674
Br -6.326 11.569 -5.652
Br -6.677 8.737 -7.116
Br -3.892 9.480 -5.709
H -6.170 9.264 -4.745
C 2.865 1.588 -6.202
Br 2.241 3.402 -5.931
Br 2.048 0.770 -7.755
Br 4.798 1.497 -6.275
H 2.552 1.011 -5.336
C -0.604 9.499 -7.703
Br -1.111 11.368 -7.678
Br -1.469 8.540 -9.146
Br 1.320 9.277 -7.742
H -0.956 9.061 -6.774
C -5.748 1.036 3.937
Br -7.215 0.815 2.695
Br -6.373 1.197 5.766
Br -4.422 -0.359 3.729
H -5.258 1.973 3.687
C -6.809 5.795 2.408
Br -6.482 4.438 3.753
Br -8.652 5.790 1.818
Br -6.249 7.549 3.007
H -6.198 5.542 1.547
*
```

Calculated values
- Energy above the lowest of the compared OMol25 structures with the same formula, charge and spin: 181.0 kJ/mol
- Highest occupied orbital energy: -10.0 eV
- LUMO energy: -0.80 eV
- Maximum force: 7.9 eV/A


3.
# C27H52IrP2Si

C27H52IrP2Si as an isolated structure in a non-equilibrium geometry (ωB97M-V with the def2-TZVPD basis set, OMol25).

Structure (ORCA input):
```
! wB97M-V def2-TZVPD RIJCOSX def2/J DEFGRID3
* xyz 2 6
Ir 0.772 -2.014 -0.445
C -0.926 3.516 0.162
C -1.439 2.725 -0.903
C -3.091 2.943 0.697
C -1.949 3.660 1.140
C -2.785 2.359 -0.566
C 0.453 4.034 0.239
H 0.794 4.414 -0.734
H 1.170 3.251 0.548
H 0.504 4.857 0.964
C -1.818 4.380 2.421
H -1.199 5.274 2.283
H -1.342 3.756 3.193
H -2.797 4.695 2.799
C -4.360 2.784 1.430
H -4.562 3.668 2.050
H -4.347 1.904 2.095
H -5.190 2.657 0.724
C -3.688 1.511 -1.361
H -4.729 1.866 -1.304
H -3.694 0.460 -1.025
H -3.381 1.526 -2.413
C -0.686 2.318 -2.099
H -1.382 2.110 -2.919
H -0.086 1.409 -1.918
H 0.015 3.099 -2.433
C 2.532 -1.946 0.223
C 2.925 -0.657 -0.360
C 3.236 -0.546 -1.848
C 2.009 -0.614 -2.789
C 1.019 -1.598 -2.309
C 1.356 -3.028 -1.965
C 2.732 -3.539 -1.775
C 3.343 -3.132 -0.344
H 3.995 -1.302 -2.194
H 2.368 -0.821 -3.809
H 3.736 0.449 -2.020
H 4.407 -2.875 -0.486
H 2.574 -1.856 1.350
H 3.901 -0.377 0.156
H 3.243 -3.975 0.362
H 2.710 -4.647 -1.810
H 0.628 -3.730 -2.358
H 3.352 -3.242 -2.623
H 1.589 0.396 -2.784
H 0.094 -1.473 -2.874
P 3.497 1.808 0.520
C 4.816 1.388 1.718
C 4.453 2.524 -0.855
P -3.030 -3.449 -0.350
C -1.085 -3.306 -0.067
C -2.846 -2.525 -1.931
C -3.086 -5.153 -1.009
H 4.298 1.107 2.653
H 5.341 2.349 1.857
H 5.472 0.546 1.414
H 3.769 2.606 -1.719
H 5.366 1.965 -1.137
H 4.628 3.536 -0.443
H -2.193 -5.363 -1.612
H -4.010 -5.262 -1.591
H -3.116 -5.819 -0.141
H -0.942 -3.425 1.024
H -0.642 -4.231 -0.495
H -3.824 -2.118 -2.215
H -2.453 -3.163 -2.730
H -2.139 -1.701 -1.771
C -0.119 -1.961 3.165
Si -0.784 -0.556 2.140
C -2.625 -0.724 1.806
C -0.529 1.015 3.135
C 0.037 -0.326 0.461
H -0.960 -2.479 3.646
H 0.525 -1.563 3.962
H 0.459 -2.685 2.578
H -3.164 -0.077 2.513
H -2.889 -0.394 0.792
H -2.994 -1.748 1.938
H 0.088 1.759 2.620
H -1.488 1.490 3.378
H -0.036 0.763 4.083
H -0.685 0.126 -0.258
H 0.882 0.392 0.552
*
```

Calculated values
- Expectation value of S²: 8.785
- Energy above the lowest of the compared OMol25 structures with the same formula, charge and spin: 629.9 kJ/mol
- Highest occupied orbital energy (spin up / spin down): -11.9 / -13.1 eV
- LUMO energy (spin up / spin down): -7.49 / -8.24 eV
- Maximum force: 10.0 eV/A


4.
# C26H30BBrCl2N8O5W

C26H30BBrCl2N8O5W as an isolated structure in a non-equilibrium geometry (ωB97M-V with the def2-TZVPD basis set, OMol25).

Structure (ORCA input):
```
! wB97M-V def2-TZVPD RIJCOSX def2/J DEFGRID3
* xyz 0 1
W 0.596 0.058 -0.918
C 2.736 3.523 2.618
N 2.650 2.710 1.428
C 3.706 2.953 0.467
C 1.949 1.524 1.403
O 2.227 0.760 0.369
C 0.967 1.209 2.308
O 0.337 -0.700 0.748
C -0.586 -2.066 2.668
C 0.179 -3.261 2.087
O 1.029 -3.168 1.224
N -0.197 -4.470 2.606
C 0.414 -5.678 2.078
C -1.257 -4.634 3.585
H 3.658 3.319 3.177
H 2.731 4.578 2.336
H 1.894 3.348 3.278
H 4.689 2.670 0.865
H 3.523 2.385 -0.437
H 3.721 4.020 0.233
H 1.310 -0.905 2.535
H 0.734 1.846 3.146
H -0.620 -2.176 3.755
H -1.614 -2.237 2.328
H 1.255 -5.396 1.454
H 0.762 -6.309 2.897
H -0.303 -6.243 1.475
H -2.161 -4.092 3.303
H -1.508 -5.691 3.642
H -0.954 -4.304 4.582
Br -2.469 1.085 -2.876
C -1.110 0.086 -3.692
C -1.319 -0.266 -5.020
C -0.320 -0.914 -5.714
C 0.863 -1.209 -5.055
C 0.986 -0.848 -3.736
N 0.026 -0.193 -3.046
C 2.206 -1.285 -2.943
O 3.118 -1.852 -3.484
O 2.118 -0.998 -1.668
H -2.261 -0.011 -5.482
H -0.463 -1.183 -6.752
H 1.690 -1.723 -5.520
B -0.008 3.790 -0.761
N 0.997 3.120 -1.800
C 1.547 3.905 -2.731
C 2.458 3.179 -3.476
C 2.403 1.911 -2.918
N 1.532 1.875 -1.903
N -0.729 2.638 0.030
C -1.523 2.723 1.041
C -2.081 1.555 1.717
C -1.415 0.312 1.939
N -0.494 1.439 -0.428
H -0.820 4.379 -1.428
H 0.585 4.485 0.023
H 1.250 4.938 -2.803
H 3.064 3.516 -4.297
H 2.979 1.037 -3.173
H -1.724 3.722 1.409
H -2.806 1.869 2.476
H 0.070 -0.232 3.635
Cl -3.039 -2.867 -1.936
C -3.311 -1.870 -0.534
C -4.463 -2.019 0.126
C -4.736 -1.229 1.299
C -3.854 -0.319 1.721
C -2.580 0.017 1.062
Cl 0.099 -0.350 2.308
C -2.231 -0.889 -0.219
N -1.160 -1.031 -0.856
H -5.190 -2.739 -0.224
H -5.665 -1.378 1.834
H -4.084 0.253 2.612
*
```

Calculated values
- Energy above the lowest of the compared OMol25 structures with the same formula, charge and spin: 1910.0 kJ/mol
- Highest occupied orbital energy (spin up / spin down): -6.0 / -6.0 eV
- LUMO energy (spin up / spin down): -1.02 / -1.02 eV
- Maximum force: 6.2 eV/A


Please write out number 4 again, unchanged.
# C26H30BBrCl2N8O5W

C26H30BBrCl2N8O5W as an isolated structure in a non-equilibrium geometry (ωB97M-V with the def2-TZVPD basis set, OMol25).

Structure (ORCA input):
```
! wB97M-V def2-TZVPD RIJCOSX def2/J DEFGRID3
* xyz 0 1
W 0.596 0.058 -0.918
C 2.736 3.523 2.618
N 2.650 2.710 1.428
C 3.706 2.953 0.467
C 1.949 1.524 1.403
O 2.227 0.760 0.369
C 0.967 1.209 2.308
O 0.337 -0.700 0.748
C -0.586 -2.066 2.668
C 0.179 -3.261 2.087
O 1.029 -3.168 1.224
N -0.197 -4.470 2.606
C 0.414 -5.678 2.078
C -1.257 -4.634 3.585
H 3.658 3.319 3.177
H 2.731 4.578 2.336
H 1.894 3.348 3.278
H 4.689 2.670 0.865
H 3.523 2.385 -0.437
H 3.721 4.020 0.233
H 1.310 -0.905 2.535
H 0.734 1.846 3.146
H -0.620 -2.176 3.755
H -1.614 -2.237 2.328
H 1.255 -5.396 1.454
H 0.762 -6.309 2.897
H -0.303 -6.243 1.475
H -2.161 -4.092 3.303
H -1.508 -5.691 3.642
H -0.954 -4.304 4.582
Br -2.469 1.085 -2.876
C -1.110 0.086 -3.692
C -1.319 -0.266 -5.020
C -0.320 -0.914 -5.714
C 0.863 -1.209 -5.055
C 0.986 -0.848 -3.736
N 0.026 -0.193 -3.046
C 2.206 -1.285 -2.943
O 3.118 -1.852 -3.484
O 2.118 -0.998 -1.668
H -2.261 -0.011 -5.482
H -0.463 -1.183 -6.752
H 1.690 -1.723 -5.520
B -0.008 3.790 -0.761
N 0.997 3.120 -1.800
C 1.547 3.905 -2.731
C 2.458 3.179 -3.476
C 2.403 1.911 -2.918
N 1.532 1.875 -1.903
N -0.729 2.638 0.030
C -1.523 2.723 1.041
C -2.081 1.555 1.717
C -1.415 0.312 1.939
N -0.494 1.439 -0.428
H -0.820 4.379 -1.428
H 0.585 4.485 0.023
H 1.250 4.938 -2.803
H 3.064 3.516 -4.297
H 2.979 1.037 -3.173
H -1.724 3.722 1.409
H -2.806 1.869 2.476
H 0.070 -0.232 3.635
Cl -3.039 -2.867 -1.936
C -3.311 -1.870 -0.534
C -4.463 -2.019 0.126
C -4.736 -1.229 1.299
C -3.854 -0.319 1.721
C -2.580 0.017 1.062
Cl 0.099 -0.350 2.308
C -2.231 -0.889 -0.219
N -1.160 -1.031 -0.856
H -5.190 -2.739 -0.224
H -5.665 -1.378 1.834
H -4.084 0.253 2.612
*
```

Calculated values
- Energy above the lowest of the compared OMol25 structures with the same formula, charge and spin: 1910.0 kJ/mol
- Highest occupied orbital energy (spin up / spin down): -6.0 / -6.0 eV
- LUMO energy (spin up / spin down): -1.02 / -1.02 eV
- Maximum force: 6.2 eV/A


Q: Among the records above, which one has the lowest maximum force?
A: C12H15F16N2O3


Q: Look up the maximum force of the fourth one.
A: 6.2 eV/A


Q: What is the formula in the third record?
A: C27H52IrP2Si